Below is a structure of composition C42H31CaN7O8STe at a distorted geometry, with properties calculated with ωB97M-V/def2-TZVPD.

As for the expectation value of S²: 0.797. Its net charge is -1. As for the spin multiplicity: 2. The calculation puts the relative energy (zero: lowest compared OMol25 entry of this formula, charge and spin) at 3.4411 eV. Its HOMO energy (spin up / spin down) is -2.202 / -5.811 eV. The value obtained for the LUMO energy (spin up / spin down) is 1.129 / 1.129 eV. The value obtained for the gap between HOMO and LUMO (spin up / spin down) is 3.331 / 6.940 eV.

Last column: Mulliken charge in e.
Positions of all 91 atoms, in Å:
C: -3.606 -4.756 3.897  0.874
C: -2.706 -1.369 -2.063  -0.120
C: 4.109 2.807 -2.278  -0.910
O: -3.023 3.488 1.495  -0.739
C: 4.310 -4.317 1.900  -0.765
H: -4.099 3.644 -0.640  0.681
C: -2.653 -3.567 1.982  -0.105
H: 4.452 -0.792 0.370  0.467
O: -3.615 -1.995 -2.595  -0.752
H: -4.757 -6.233 1.944  0.524
C: -3.887 0.787 -2.461  -0.196
C: 5.269 5.038 -2.250  -1.655
C: -0.850 -0.785 4.508  -1.382
H: 1.783 2.735 1.902  0.149
C: -3.764 2.665 -0.952  -0.362
O: 0.889 -2.433 0.283  -1.029
H: 2.439 -0.105 -1.925  -0.236
H: 6.540 -1.907 1.108  0.398
C: 0.131 1.350 -1.853  1.357
C: 3.225 1.875 -1.748  1.371
N: -1.295 -1.648 2.329  0.311
H: -1.394 2.161 -5.289  0.422
C: -0.753 -0.750 3.112  -0.073
H: 1.677 4.455 1.485  0.336
H: -0.733 -0.162 -4.745  0.449
C: -0.786 2.929 -3.393  -0.737
C: -3.948 -5.216 0.218  -1.198
C: 2.910 3.303 0.162  1.053
H: 0.243 -0.675 -2.549  0.674
H: 6.096 5.270 -1.582  0.365
C: -2.817 1.988 -0.197  -0.997
H: 4.008 5.131 0.146  0.414
N: -3.178 -4.123 6.064  -0.798
C: -0.053 3.782 -1.170  -2.139
C: -4.126 -5.442 1.566  -0.340
C: 2.342 3.592 1.520  -1.912
C: -4.258 2.093 -2.115  -0.927
C: -1.552 -1.816 5.096  -0.627
H: -4.321 0.306 -3.326  0.582
H: -0.922 4.439 -1.184  0.507
Ca: -1.006 -1.834 0.085  2.654
C: -2.981 0.088 -1.702  0.714
C: -3.477 -4.615 2.482  0.140
H: -1.661 -1.902 6.167  0.513
N: -2.479 -3.389 0.656  -0.319
C: -0.240 2.659 -2.143  1.121
H: 2.187 -4.181 1.582  0.436
H: 3.989 0.140 -2.721  0.631
H: -0.389 -0.014 5.103  0.486
C: 3.794 4.219 -0.394  -0.701
H: 6.442 -4.181 2.053  0.375
N: -2.340 2.607 0.967  1.150
O: -5.538 2.343 -3.975  -0.649
C: 2.580 2.140 -0.538  0.269
H: 4.575 2.592 -3.230  0.361
C: -2.159 -2.773 4.283  -0.044
C: 5.532 -3.686 1.744  -0.364
N: -4.320 -5.679 4.528  -0.822
C: -2.946 -3.852 4.786  1.138
C: -0.583 0.630 -4.028  -0.904
O: -1.220 2.278 1.426  -0.520
H: -2.947 -3.962 -1.237  0.517
H: -1.091 3.944 -3.616  0.501
S: -4.166 -5.427 6.140  -0.024
O: -1.566 -1.834 -1.781  -0.851
C: -3.104 -4.175 -0.188  -0.270
H: 0.820 4.373 -1.455  0.431
C: 3.201 -2.439 0.895  0.293
C: 3.024 0.598 -2.508  -1.860
H: -4.446 -5.821 -0.522  0.418
N: 2.132 -0.502 0.198  -0.691
Te: 0.851 0.974 0.116  -0.024
C: 4.428 -1.788 0.782  -0.401
C: 3.148 -3.700 1.473  -0.346
H: 4.267 -5.289 2.370  0.390
C: -2.012 -2.651 2.871  -1.006
O: -5.475 3.960 -2.557  -0.664
C: -2.367 0.677 -0.561  1.140
C: 1.944 -1.765 0.430  0.954
H: 3.149 3.824 2.214  0.587
O: -1.483 0.069 0.134  -0.084
N: -5.150 2.838 -2.927  1.088
C: -0.035 0.343 -2.789  -0.741
H: -0.222 0.060 2.616  0.496
H: 0.099 3.402 -0.158  0.070
C: 5.588 -2.413 1.197  -0.718
H: 4.715 5.959 -2.431  0.328
C: 4.379 4.001 -1.632  0.998
C: -0.959 1.928 -4.329  -0.879
H: 2.521 0.795 -3.454  0.389
H: 5.666 4.688 -3.199  0.357